64
Properties=species:S:1:pos:R:3:forces:R:3 method="wB97M-V/def2-TZVPD" fmax_ev_per_a=10.412 multiplicity=1 charge=+1 relative_energy_kcal_mol=275.0 lumo_ev=-3.4804 e_homo_ev=-12.2
O 0.0068 1.5325 0.0287 7.574 6.633 -2.655
H 4.4731 -1.3123 1.9619 -1.218 -1.317 -1.611
H 0.5217 3.9967 -4.1173 1.558 -0.995 -0.203
O 0.0330 2.8227 -2.1452 -0.371 1.429 2.768
H 0.3265 3.6474 -1.5324 -1.040 -2.954 -2.417
H 1.6515 1.7323 -2.3203 -0.415 0.871 1.264
O 1.3126 -4.2761 2.5083 2.264 -1.099 0.051
H 0.6390 -3.8320 2.9786 -1.103 1.183 0.522
H -2.9379 1.4929 0.9630 1.595 -4.351 -0.921
O -3.8619 -1.5003 -0.7848 1.683 0.515 -1.022
H -3.7683 2.5376 0.3185 1.236 -0.084 1.583
H 0.0643 -0.7621 -0.1649 0.214 -0.930 1.270
O 1.0546 -1.9349 -1.2346 0.940 0.632 -1.171
H 1.8811 -0.4770 -4.0452 1.262 1.923 1.735
H 1.6582 -2.7244 -1.3210 -0.818 1.609 -0.129
O -3.2239 2.3163 1.1412 -2.997 5.224 -0.969
H -0.4739 -1.7502 1.0121 1.873 2.257 -0.859
H 3.5722 1.6153 2.4641 0.071 -1.792 1.554
O -4.8050 -0.8254 1.2947 2.483 1.153 0.627
H 1.6067 -1.1096 -1.5602 -2.356 -3.286 0.965
H -4.0483 -0.0947 1.5760 -1.711 -1.713 0.910
O 1.9234 1.2538 -1.5281 2.982 -3.132 -3.686
H 0.4579 2.6863 0.2409 -2.458 -5.493 -0.676
H 0.5108 -0.9871 2.7455 1.086 -0.533 0.396
O 3.4285 3.0498 1.4843 -0.930 5.246 0.921
H -1.7163 -3.7842 1.8610 1.450 2.198 1.568
H 2.6131 3.5462 1.8162 0.323 -2.053 -0.353
O 1.4432 -1.1175 -4.5343 1.789 -2.529 -4.301
H 3.3848 -2.4303 1.9641 0.669 0.340 -0.946
H 2.2365 -1.3569 -5.2268 -3.134 0.620 2.509
O -2.1537 0.2380 -0.0872 -4.859 -4.218 1.401
H -1.5643 0.8608 -0.2546 3.225 4.285 -1.680
H -1.9070 -0.4301 -0.7430 0.807 0.490 -0.064
O -2.8205 0.5719 2.8352 -0.563 2.944 -2.404
H -3.0206 1.5107 3.1335 0.220 -1.892 -0.269
H -2.8315 -0.0449 3.5054 0.110 -1.658 2.783
O -1.3173 -3.1806 2.6251 -2.401 -3.706 -1.492
H 3.8576 3.9994 1.5602 0.510 -2.946 -0.693
H -1.5027 -3.9094 3.2858 0.585 1.480 -0.093
O 3.4664 0.7296 2.9635 0.467 1.266 0.005
H 3.7200 0.8201 3.9163 -0.343 0.272 -1.465
H 1.6925 1.3768 -0.6544 -1.042 1.104 2.012
O 1.4847 3.8218 -3.9767 -1.370 3.495 1.372
H 3.7031 -1.9134 -1.4095 -0.526 0.306 -2.105
H -0.0567 2.0187 -1.5081 -0.022 2.436 -1.304
O -3.0250 2.2587 -2.1311 -6.496 -2.683 0.914
H -2.8700 -1.3262 -0.8650 -2.202 -1.387 -0.124
O -1.2375 -0.8850 -2.2178 -1.083 -2.213 -0.433
H -0.6172 -1.6590 -2.2796 -0.098 0.825 0.119
H -0.7098 -0.1515 -1.9843 1.370 1.256 -0.236
O 3.2355 -1.5926 -2.2663 1.270 1.700 3.542
H 2.8376 -0.7664 -1.7856 2.122 -1.112 -1.869
H -0.6434 1.4339 0.5912 -4.532 -0.462 5.873
O 0.0856 -0.9039 0.8030 -1.993 -1.611 0.802
H -4.2314 -1.1417 0.4195 -0.804 -0.034 -1.174
H -4.7248 -1.6732 1.7893 -0.080 0.959 0.538
O 1.3108 -1.4394 3.1057 0.746 1.113 -1.453
H 2.0100 -1.1680 2.4117 -1.693 -0.378 1.638
H -4.1672 -0.7791 -1.3756 -0.229 -0.512 0.212
O 3.9818 -1.9548 1.3329 0.392 0.955 2.348
H 2.0864 -4.1915 3.1140 -0.849 -0.215 -0.767
H 1.8279 3.0835 -4.3910 0.317 -2.231 -1.716
H -3.6196 1.8969 -2.8676 1.799 1.093 1.408
H -2.2439 2.5350 -2.4388 4.747 1.707 -2.353

=====

72
Properties=species:S:1:pos:R:3:forces:R:3 method="wB97M-V/def2-TZVPD" fmax_ev_per_a=2.552 multiplicity=1 charge=0 relative_energy_kcal_mol=32.7 lumo_ev=0.0579 e_homo_ev=-10.5
O -2.2603 2.1923 2.3365 -0.183 1.133 1.112
H -2.5909 1.3694 2.0217 -0.239 -1.208 -0.575
H -1.5159 2.4722 1.8010 0.389 0.067 -0.410
O -3.0218 0.8988 -0.9324 -1.777 -0.129 -0.339
H -3.3944 1.4593 -0.2311 0.493 0.050 0.062
H -3.8836 0.5445 -1.2706 1.009 0.030 0.298
O -2.8297 -0.6435 1.7428 0.598 0.210 0.060
H -2.3792 -0.6833 2.6009 0.141 -0.184 -0.194
H -2.1525 -0.6951 1.0378 -0.133 -0.341 0.248
O 0.3739 3.5663 -1.8708 -0.008 -0.341 0.153
H 0.1299 2.6739 -2.1739 -0.255 0.129 -0.036
H 1.3430 3.5678 -1.9333 0.113 0.320 -0.221
O -1.6681 0.3622 4.8907 0.585 -0.072 -0.634
H -2.0155 1.1945 4.5732 0.029 0.565 -0.481
H -2.3242 0.0769 5.5035 -0.661 -0.483 0.850
O -2.2246 4.8114 -2.2875 0.679 1.073 -0.279
H -2.1044 5.7525 -2.5719 -0.245 -1.285 0.363
H -1.3190 4.5387 -2.0318 -0.337 0.115 -0.180
O 3.1461 3.6554 -2.3315 0.325 0.196 0.167
H 3.5404 3.3210 -1.5181 -0.004 -0.329 -0.034
H 3.8485 4.1852 -2.7253 -0.213 0.056 -0.062
O 0.8952 -2.5412 -1.8893 0.099 0.037 -0.393
H 1.1826 -2.2292 -2.7755 -0.113 -0.129 0.860
H 1.6488 -2.7518 -1.3009 0.212 0.110 -0.195
O 5.0408 2.0449 1.5954 0.561 -1.473 0.107
H 4.9832 1.0954 1.8707 -0.013 1.344 -0.400
H 4.2059 2.4275 1.8418 -0.638 0.149 0.318
O 1.8045 1.6964 2.7767 0.455 -0.170 -1.182
H 1.7746 1.3249 1.8572 0.269 -0.111 0.568
H 0.8600 1.8043 2.8662 -0.638 0.160 0.718
O 0.5010 -5.3870 -1.6103 -0.085 -0.045 -0.012
H 0.3695 -4.4379 -1.4804 -0.006 -0.108 -0.102
H 1.0469 -5.4174 -2.4013 0.026 -0.067 0.031
O 1.0476 -0.8431 -4.1551 0.545 -0.490 0.019
H 0.8244 0.0152 -3.8118 0.030 0.797 0.654
H 0.4666 -0.9306 -4.8985 -0.478 -0.314 -0.715
O 2.5352 -3.1556 0.2645 -0.635 0.251 0.274
H 1.8468 -2.8503 0.8901 -0.327 -0.477 -0.122
H 3.2164 -2.5243 0.4731 0.815 0.296 -0.144
O -1.3851 1.6944 -2.9920 -0.318 -0.967 0.503
H -2.1746 1.5079 -2.4403 0.611 -0.303 0.306
H -1.6701 2.5074 -3.3716 -0.046 1.348 -0.865
O -5.2379 -0.1767 0.7368 -0.256 -0.001 0.198
H -4.4224 -0.5779 1.0825 0.155 0.015 -0.138
H -5.6663 0.0870 1.5597 -0.241 0.116 -0.254
O -0.0093 3.0267 0.8404 0.506 -0.127 1.177
H -0.0732 3.3830 -0.0428 0.105 0.339 -1.022
H 0.8384 3.3535 1.1965 -0.592 -0.208 -0.196
O -1.2752 -1.4432 -0.7778 0.175 -1.152 1.423
H -1.5773 -0.7774 -1.3674 -0.055 0.808 -0.947
H -0.4685 -1.9102 -1.1164 -0.463 0.604 -0.293
O 2.7324 -0.9011 3.5354 -0.343 0.512 -0.253
H 3.6658 -0.9682 3.7285 0.246 -0.114 0.150
H 2.5478 0.0617 3.4463 -0.119 -0.471 0.064
O 0.3540 -2.1874 2.0113 1.765 0.595 0.937
H 0.9714 -1.9870 2.7838 -1.066 -0.254 -1.271
H -0.3418 -2.7609 2.3708 0.028 0.103 0.214
O -3.6786 -3.6217 -0.0003 1.061 0.011 0.125
H -4.6153 -3.5391 -0.0816 -0.960 0.158 -0.121
H -3.2954 -2.9651 -0.5993 0.081 -0.081 0.197
O -1.7503 -3.2442 3.1973 -0.402 -0.002 -1.434
H -2.1852 -3.4177 4.0187 -0.444 -0.225 0.605
H -2.4059 -3.3318 2.4681 0.359 0.004 0.715
O 3.8024 -1.8093 -3.5172 0.419 0.004 -0.620
H 3.0789 -1.5601 -4.1172 0.242 0.027 0.144
H 4.5999 -1.9046 -4.0810 -0.823 0.120 0.550
O 2.3704 0.8254 -1.7345 -0.447 -2.510 0.113
H 2.7872 -0.0198 -2.0518 0.225 1.343 -0.230
H 1.7506 0.3422 -1.1255 0.415 1.109 -0.010
O 0.9657 0.2254 0.6037 0.949 -0.674 0.289
H 0.2787 0.7245 0.2021 -1.111 0.940 -0.448
H 0.5414 -0.5958 0.8926 -0.042 -0.402 0.238

=====

72
Properties=species:S:1:pos:R:3:forces:R:3 method="wB97M-V/def2-TZVPD" fmax_ev_per_a=1.346 multiplicity=1 charge=0 relative_energy_kcal_mol=92.0 lumo_ev=-0.9910 e_homo_ev=-9.7
O -0.5475 4.3217 3.0898 -0.296 0.075 0.024
H -1.3232 3.9100 2.7092 -0.146 -0.134 -0.256
H -0.8222 4.5853 3.9680 0.007 0.028 0.340
O -0.4945 2.1121 -2.6035 -0.628 -0.110 0.220
H -0.6751 1.2157 -2.8866 0.268 -0.196 0.054
H 0.2963 2.3603 -3.0823 0.721 0.276 -0.375
O 4.6048 -0.2434 2.4580 0.485 -0.145 0.214
H 3.7259 -0.5022 2.1810 -0.744 0.281 0.025
H 5.1686 -0.9608 2.1687 0.248 -0.064 -0.091
O 2.1669 4.2766 3.5929 0.575 -0.138 0.359
H 2.1923 5.1208 4.0433 0.089 0.190 0.007
H 1.3286 4.2762 3.1307 -0.307 -0.035 -0.360
O 2.3129 1.1625 -1.8113 0.295 1.001 0.001
H 2.8140 0.8970 -1.0402 0.210 -0.082 0.408
H 1.7252 0.4261 -1.9808 -0.051 -0.575 -0.205
O 0.0580 0.3799 0.4093 0.113 0.740 0.142
H 0.1088 0.3689 -0.5465 0.220 0.084 -0.236
H -0.8134 0.0369 0.6072 -0.438 -0.388 0.024
O 4.6762 1.9804 0.1162 0.053 -0.308 -0.225
H 4.6381 2.7266 0.7146 -0.097 0.107 0.356
H 4.3320 2.3182 -0.7107 -0.043 0.216 -0.305
O -1.8576 -1.4607 0.1375 -0.419 0.658 0.121
H -1.2110 -2.1648 0.0880 0.462 -0.528 -0.115
H -2.5823 -1.7614 -0.4108 -0.533 -0.141 -0.276
O 0.9747 -1.1329 -2.0693 -0.136 0.038 0.779
H 1.2590 -1.8138 -2.6790 0.177 -0.170 -0.307
H 0.0455 -1.0098 -2.2634 -0.286 0.118 -0.102
O -0.7729 -1.4639 3.4241 0.978 0.327 0.059
H -1.3923 -0.9011 3.8886 -0.139 0.041 0.163
H -1.2841 -1.8458 2.7106 -0.455 -0.468 0.065
O -3.0019 -4.9635 0.7451 -0.311 -0.602 -0.195
H -2.1451 -4.6131 0.5013 0.583 0.306 0.095
H -3.3764 -5.2763 -0.0784 -0.319 -0.110 -0.013
O 1.7167 0.0243 2.4842 0.944 -0.177 0.520
H 1.2185 0.2910 1.7116 -0.252 0.027 -0.439
H 1.1773 -0.6505 2.8964 -0.522 0.080 0.222
O -2.6348 3.6546 -1.5768 -0.880 0.297 0.026
H -2.5801 3.0248 -2.2955 0.291 -0.011 -0.065
H -1.7506 3.6786 -1.2109 0.451 -0.202 0.231
O -0.1394 3.2641 0.1014 -0.550 0.152 -0.131
H 0.4801 3.1011 -0.6098 0.279 -0.255 -0.305
H -0.2308 2.4175 0.5388 0.120 -0.605 0.123
O 3.0802 -3.7963 -1.6547 0.336 -0.519 0.363
H 2.3287 -3.6646 -2.2328 0.052 0.290 0.043
H 2.9547 -3.1612 -0.9496 0.022 0.264 0.299
O 1.7042 -3.1851 1.7937 -0.062 -0.255 -0.463
H 1.5804 -2.7130 2.6172 -0.189 0.357 0.261
H 2.2694 -3.9229 2.0227 0.225 -0.245 0.049
O 1.5447 -3.1367 -3.7401 -0.443 -0.223 -0.525
H 2.3133 -3.1001 -4.3094 0.403 0.179 -0.227
H 1.2840 -4.0577 -3.7476 -0.273 -0.338 -0.183
O -1.1028 -0.4295 -3.7241 -0.068 -0.039 -0.092
H -1.3990 -1.3373 -3.7891 -0.089 -0.340 -0.118
H -1.8958 0.0914 -3.8508 -0.399 0.174 -0.158
O -0.5167 -3.8191 0.2392 -0.617 -0.361 -0.666
H -0.3237 -4.5811 -0.3071 0.209 -0.144 -0.290
H 0.2875 -3.6706 0.7367 0.932 0.352 0.906
O 0.6579 5.5794 0.7993 0.490 1.245 -0.058
H 0.0344 6.1399 1.2612 -0.003 0.156 0.135
H 0.1715 4.7742 0.6226 -0.082 -0.599 0.039
O 1.6289 3.3657 -4.1998 -0.056 -0.342 0.060
H 1.1577 3.5677 -5.0081 -0.119 0.081 -0.276
H 1.6960 4.2052 -3.7449 0.107 0.279 0.224
O -2.9626 -2.8657 2.4532 0.079 0.318 0.694
H -2.9155 -3.7574 2.1085 -0.310 -0.240 -0.075
H -2.8191 -2.3056 1.6904 -0.240 0.213 -0.471
O -4.2807 -2.5751 -1.3789 0.356 0.081 0.042
H -4.8850 -1.8869 -1.6571 -0.237 0.259 0.028
H -4.4830 -3.3169 -1.9490 -0.054 -0.229 -0.091
O -4.7387 0.4184 3.1297 0.104 -0.221 -0.010
H -5.6079 0.8039 3.0192 -0.244 0.064 -0.020
H -4.1487 1.1698 3.1887 0.156 0.188 0.008

=====

6
Properties=species:S:1:pos:R:3:forces:R:3 method="wB97M-V/def2-TZVPD" fmax_ev_per_a=9.233 multiplicity=1 charge=0 relative_energy_kcal_mol=41.0 smiles=NN lumo_ev=1.1955 e_homo_ev=-9.6
H -1.1532 0.5943 -0.9154 3.890 -1.562 0.973
H 0.7233 0.8626 -0.8929 -3.181 -2.069 -0.209
H -0.0064 -1.0316 0.8074 -1.891 -8.950 1.249
H -0.3256 0.2877 1.5306 1.401 -0.470 -3.362
N -0.0931 0.0943 -0.7088 -0.500 4.512 -1.166
N 0.2020 -0.1961 0.6331 0.282 8.539 2.515

=====

9
Properties=species:S:1:pos:R:3:forces:R:3 method="wB97M-V/def2-TZVPD" fmax_ev_per_a=3.465 multiplicity=1 charge=-1 relative_energy_kcal_mol=109.6 lumo_ev="3.4483 / 3.5375" e_homo_ev="-4.8 / -4.9"
N 0.0365 -1.3714 1.4028 0.951 -0.812 -2.498
N 0.2333 -0.4345 -0.5071 0.100 -3.250 1.196
O 0.3422 1.9529 0.5302 1.110 0.780 1.713
O -1.7557 1.3219 -0.8250 0.883 -0.447 0.059
P -0.2929 1.1420 -0.4988 -1.858 1.474 -2.197
H 0.6090 -2.2781 1.1826 -1.135 2.073 0.122
H 0.7709 -0.6925 1.5885 0.148 0.157 0.355
H -0.4547 -0.9245 -1.1169 0.403 0.028 0.756
H 0.5113 1.2841 -1.7564 -0.602 -0.003 0.494

=====

9
Properties=species:S:1:pos:R:3:forces:R:3 method="wB97M-V/def2-TZVPD" fmax_ev_per_a=3.357 multiplicity=1 charge=0 relative_energy_kcal_mol=84.8 lumo_ev=-0.0811 e_homo_ev=-9.5
N 1.4369 -0.2162 -1.2806 -1.984 0.564 2.423
N -0.7713 -0.4785 0.7802 0.136 0.594 0.069
O -1.0079 1.3247 -0.9810 -0.691 0.462 -0.541
O -0.5739 -0.1974 2.1646 0.075 -0.169 -0.030
S -0.0247 0.8558 -0.0456 2.389 -1.886 -1.417
H 1.8890 0.5545 -1.7536 -0.087 0.391 -0.132
H 0.8123 -0.6561 -1.9541 -0.123 0.192 -0.119
H -0.3564 -1.3875 0.6030 0.229 0.071 0.014
H -1.4039 0.2006 2.4670 0.057 -0.219 -0.268